[1]
This record from the Open Molecules 2025 dataset describes a molecular structure, C2HBr2Cl2F at a distorted geometry. The level of theory is ωB97M-V with the def2-TZVPD basis set.

- Kohn-Sham gap: 9.465 eV
- HOMO energy: -9.598 eV
- Relative energy (zero: lowest compared OMol25 entry of this formula, charge and spin): 163.9 kJ/mol

Geometry as ORCA input:
```
! RIJCOSX wB97M-V def2-TZVPD def2/J DEFGRID3
* xyz 0 1
C 0.186 -0.888 -0.046
C -0.969 -1.170 1.718
F 0.576 0.409 0.078
Cl 1.532 -1.851 0.193
Cl 0.064 -1.512 3.004
Br -2.097 0.370 1.882
Br -1.998 -2.733 1.051
H -0.265 -0.983 -1.032
*
```

***

[2]
This record from the Open Molecules 2025 dataset describes a molecular structure, C33H40FeN4P2Se at a distorted geometry. The level of theory is ωB97M-V with the def2-TZVPD basis set.

- Kohn-Sham gap (alpha / beta): 4.239 / 4.273 eV
- <S²>: 6.063
- HOMO energy (alpha / beta): -5.271 / -5.222 eV
- Relative energy (zero: lowest compared OMol25 entry of this formula, charge and spin): 688.5 kJ/mol

Geometry as ORCA input:
```
! RIJCOSX wB97M-V def2-TZVPD def2/J DEFGRID3
* xyz 0 5
Fe 0.252 -1.721 -1.054
C 1.050 -1.893 -3.115
C 0.521 -0.640 -3.339
C -0.522 -0.318 -4.371
C -1.710 -1.366 -4.349
C -1.973 -1.834 -2.967
C -1.214 -2.663 -2.142
C -0.276 -3.761 -2.651
C 0.592 -3.198 -3.737
C -0.097 -0.992 1.656
H 1.989 -1.956 -2.617
H 1.240 0.152 -3.132
H -0.067 -0.275 -5.367
H -0.959 0.663 -4.156
H -2.565 -0.881 -4.850
H -1.489 -2.227 -4.976
H -2.942 -1.508 -2.555
H -1.782 -3.002 -1.230
H -0.840 -4.671 -2.888
H 0.307 -4.080 -1.789
H 1.418 -3.878 -4.028
H 0.017 -2.883 -4.615
H 0.872 -1.348 2.106
H -0.904 -1.391 2.298
H -0.025 0.058 2.034
P -1.675 -0.038 0.215
P 1.435 1.101 -0.400
N -2.992 -1.392 0.492
N -2.645 1.217 1.141
N 2.789 0.034 -1.037
N 2.483 2.571 -0.360
C -1.362 0.850 -1.338
C -0.001 1.582 -1.496
C -2.599 -2.703 0.844
C -3.569 -3.619 0.439
C -4.601 -2.858 -0.219
C -4.243 -1.509 -0.127
C -3.138 1.058 2.453
C -4.241 1.893 2.608
C -4.309 2.731 1.425
C -3.217 2.395 0.632
C 2.526 -1.301 -0.515
C 3.546 -2.144 -1.080
C 4.348 -1.395 -1.915
C 3.867 -0.020 -1.849
C 3.370 3.268 -1.203
C 3.881 4.392 -0.539
C 3.397 4.313 0.833
C 2.549 3.210 0.885
H -2.101 1.637 -1.490
H -1.603 0.182 -2.169
H 0.328 1.472 -2.520
H -0.084 2.681 -1.440
H -1.673 -2.895 1.384
H -3.489 -4.692 0.614
H -5.474 -3.254 -0.751
H -4.803 -0.597 -0.374
H -2.658 0.355 3.131
H -4.954 1.809 3.428
H -5.086 3.437 1.127
H -2.866 2.886 -0.269
H 2.372 -1.225 0.575
H 3.648 -3.165 -0.801
H 5.273 -1.669 -2.435
H 4.325 0.863 -2.296
H 3.541 2.984 -2.225
H 4.527 5.170 -0.942
H 3.546 4.960 1.690
H 2.038 2.719 1.682
Se 2.852 0.341 2.896
C 1.890 0.960 4.307
C 1.293 2.259 4.341
C 1.022 2.836 5.573
C 1.172 2.149 6.790
C 1.701 0.850 6.727
C 2.014 0.222 5.520
H 1.024 2.768 3.420
H 0.643 3.856 5.574
H 0.950 2.629 7.738
H 1.831 0.270 7.642
H 2.309 -0.820 5.501
*
```

***

| no. | total energy (Ha) | M (u) |
| --- | --- | --- |
| 1 | -6245.0017 | 274.74 |
| 2 | -5847.8534 | 689.46 |